C31H65ClN3O4PS | wB97M-V/def2-TZVPD

Last column: Mulliken spin population.
Cartesian coordinates (Å):
1 C 2.211 -0.039 4.051  0.00
2 C 2.340 1.394 4.590  0.00
3 C 1.778 2.534 3.737  0.00
4 Cl 1.228 3.888 4.751  0.00
5 S 0.446 2.051 2.564  0.01
6 P -1.459 1.179 3.325  0.00
7 C -1.695 2.062 4.886  0.00
8 O -0.968 -0.284 3.812  0.00
9 H 1.771 -0.692 4.801  0.00
10 H 3.193 -0.450 3.820  0.00
11 H 1.615 -0.137 3.144  0.00
12 H 3.402 1.625 4.682  0.00
13 H 1.947 1.486 5.601  0.00
14 H 2.545 2.961 3.093  0.00
15 H -0.026 3.273 2.254  0.01
16 H -1.565 3.133 4.736  0.00
17 H -1.012 1.707 5.658  0.00
18 H -2.722 1.845 5.186  0.00
19 H -1.568 -0.945 3.433  0.00
20 C -0.177 6.312 -2.591  0.02
21 C 0.213 5.864 -1.167  -0.02
22 C 1.507 6.537 -0.681  0.03
23 C 2.786 5.974 -1.290  -0.02
24 C 2.849 4.463 -1.098  0.03
25 C 1.621 3.748 -1.668  -0.01
26 N 0.377 4.369 -1.092  0.47
27 O 0.089 3.897 0.066  0.46
28 C 1.655 3.802 -3.200  0.03
29 C 1.651 2.268 -1.303  -0.02
30 C -0.930 6.287 -0.250  0.00
31 H 0.110 5.613 -3.366  -0.01
32 H -1.259 6.420 -2.664  0.00
33 H 0.272 7.277 -2.827  0.00
34 H 1.563 6.430 0.408  0.00
35 H 1.424 7.606 -0.884  0.00
36 H 2.855 6.233 -2.349  0.00
37 H 3.648 6.438 -0.806  0.00
38 H 3.739 4.047 -1.574  0.00
39 H 2.927 4.241 -0.027  0.01
40 H 0.727 3.420 -3.627  -0.02
41 H 2.468 3.169 -3.559  0.00
42 H 1.844 4.791 -3.608  0.00
43 H 1.754 2.100 -0.232  0.02
44 H 2.507 1.803 -1.792  0.00
45 H 0.746 1.765 -1.645  0.00
46 H -1.842 5.739 -0.485  0.00
47 H -1.114 7.350 -0.414  0.00
48 H -0.695 6.139 0.802  0.01
49 C -3.060 -2.330 -5.500  0.02
50 C -1.926 -1.563 -6.213  0.01
51 C -0.539 -1.974 -5.690  0.03
52 C -0.171 -1.388 -4.330  -0.02
53 C -0.327 0.130 -4.354  0.02
54 C -1.736 0.565 -4.760  0.01
55 N -2.097 -0.076 -6.067  0.39
56 O -1.613 0.575 -7.062  0.55
57 C -2.719 0.211 -3.632  0.03
58 C -1.813 2.080 -4.913  -0.01
59 C -2.014 -1.927 -7.691  0.00
60 H -3.539 -1.770 -4.707  -0.01
61 H -3.846 -2.578 -6.214  0.00
62 H -2.689 -3.264 -5.076  0.00
63 H 0.211 -1.650 -6.418  0.00
64 H -0.498 -3.064 -5.663  0.00
65 H -0.780 -1.833 -3.538  0.00
66 H 0.866 -1.642 -4.099  0.00
67 H -0.107 0.554 -3.370  0.00
68 H 0.405 0.552 -5.051  0.00
69 H -3.749 0.390 -3.944  -0.02
70 H -2.507 0.855 -2.778  0.00
71 H -2.636 -0.815 -3.283  0.00
72 H -1.081 2.469 -5.617  0.00
73 H -1.630 2.535 -3.937  0.01
74 H -2.804 2.386 -5.250  -0.01
75 H -2.935 -1.544 -8.129  0.00
76 H -2.017 -3.015 -7.770  0.00
77 H -1.175 -1.537 -8.262  0.00
78 C 2.042 -5.183 2.997  0.03
79 C 0.650 -4.522 3.092  0.00
80 C 0.569 -3.518 4.249  0.03
81 C 0.435 -4.144 5.634  -0.02
82 C -0.737 -5.120 5.663  0.03
83 C -0.634 -6.203 4.586  0.01
84 N -0.440 -5.539 3.247  0.40
85 O -1.549 -5.128 2.747  0.53
86 C 0.500 -7.176 4.933  0.02
87 C -1.917 -7.024 4.530  -0.01
88 C 0.449 -3.765 1.782  -0.01
89 H 2.087 -6.168 3.443  -0.01
90 H 2.325 -5.308 1.952  0.00
91 H 2.801 -4.563 3.478  0.00
92 H -0.298 -2.871 4.082  0.00
93 H 1.451 -2.875 4.208  0.01
94 H 1.367 -4.638 5.922  0.00
95 H 0.266 -3.356 6.372  0.00
96 H -0.812 -5.608 6.637  0.00
97 H -1.668 -4.564 5.514  0.01
98 H 0.677 -7.875 4.114  -0.01
99 H 0.199 -7.753 5.808  0.00
100 H 1.438 -6.689 5.185  0.00
101 H -2.794 -6.398 4.391  0.00
102 H -2.024 -7.566 5.470  0.00
103 H -1.879 -7.747 3.716  0.00
104 H 0.377 -4.454 0.941  -0.01
105 H 1.318 -3.121 1.629  0.00
106 H -0.450 -3.151 1.793  0.01

As for the multiplicity: 4. The total charge is +1. The HOMO-LUMO gap (alpha / beta) is 6.18 / 7.31 eV.